1.
Formula: C8H9NO2S
Source: the OMol25 dataset
Level of theory: the ωB97M-V functional and the def2-TZVPD basis

Element x y z (Å)
C (-1.59435, 1.95673, 0.04634)
C (-0.79162, 1.62883, 1.18127)
C (-1.76697, 1.03716, -1.00665)
C (-0.11702, 0.42852, 1.23503)
C (-1.16231, -0.25759, -0.75592)
C (-0.30035, -0.56983, 0.31580)
C (1.75996, -1.91544, 0.20036)
C (0.47101, -1.88196, 0.43177)
N (2.51498, -0.80382, -0.19068)
O (3.69356, 1.31117, 0.06653)
O (1.66318, 1.18595, -1.27610)
S (2.33784, 0.76345, 0.13870)
H (-2.03640, 3.01563, -0.11099)
H (-0.77075, 2.23186, 2.08391)
H (-2.66026, 1.04991, -1.64999)
H (0.48312, 0.35578, 2.05519)
H (-1.22663, -0.88112, -1.64180)
H (2.28223, -2.83994, -0.02560)
H (0.80471, 1.68864, -1.28064)
H (-0.09810, -2.77506, 0.70319)
H (3.49551, -1.08973, -0.47704)

Cartesian forces (eV/Å) of the 2 atoms listed first:
C -0.112 1.704 -0.240
C -1.323 0.616 -1.399

Properties
* M: 183.232 g mol⁻¹
* DFT total energy: -913.57511 a.u.
* HOMO level: -8.8 eV
* relative energy (zero: lowest compared OMol25 entry of this formula, charge and spin): 61.6 kcal/mol
* maximum force: 4.1 eV/Å



2.
Formula: C5H8ClNO
Source: the OMol25 dataset
Level of theory: the ωB97M-V functional and the def2-TZVPD basis

Element x y z (Å)
N (-1.07375, -1.16870, 1.84683)
C (-0.74535, -0.37916, 0.71504)
C (0.49801, 0.48128, 0.62627)
C (0.31201, 1.70771, -0.26566)
O (-0.35825, 1.23171, -1.43615)
C (0.15299, -0.09411, -1.68398)
C (0.33230, -0.66012, -0.27810)
Cl (1.25272, -2.15971, -0.18438)
H (-0.22214, -1.32200, 2.43663)
H (-1.37010, -2.10921, 1.60444)
H (-1.62547, 0.04605, 0.22991)
H (1.28240, 0.36703, 1.34886)
H (-0.38134, 2.50188, 0.13097)
H (1.27484, 2.22978, -0.50693)
H (-0.46135, -0.67258, -2.41036)
H (1.13247, 0.00016, -2.17339)

Cartesian forces (eV/Å) of the 2 atoms listed first:
N 1.600 -0.598 1.422
C -0.546 0.382 -0.604

Properties
* M: 133.578 g mol⁻¹
* DFT total energy: -785.45677 a.u.
* HOMO level: -9.2 eV
* structure (SMILES): N[C@H]1[C@@H]2COC[C@]12Cl
* relative energy (zero: lowest compared OMol25 entry of this formula, charge and spin): 44.7 kcal/mol
* maximum force: 2.2 eV/Å



3.
Formula: C18H36FO18V
Source: the OMol25 dataset
Level of theory: the ωB97M-V functional and the def2-TZVPD basis

Element x y z (Å)
V (-2.66036, -2.64186, -0.51919)
F (-0.53406, -0.31801, 0.48171)
C (6.26856, -0.22051, 8.61754)
O (5.17568, -0.19264, 7.84556)
C (4.38317, -1.21872, 7.70817)
O (4.39773, -2.20218, 8.44408)
O (3.58503, -1.04566, 6.58600)
C (2.87764, -2.17631, 6.02375)
H (6.68330, 0.78200, 8.72272)
H (6.86381, -1.06294, 8.26527)
H (6.02818, -0.53514, 9.63309)
H (2.67407, -2.10557, 4.95526)
H (1.89851, -2.19461, 6.50236)
H (3.40485, -3.11793, 6.17704)
C (-1.18024, 1.07537, -5.41208)
O (-1.61374, -0.05190, -6.14164)
C (-2.35779, -1.00998, -5.59994)
O (-2.71671, -1.08923, -4.42310)
O (-2.67667, -1.93639, -6.56492)
C (-2.44105, -1.75287, -7.96649)
H (-0.92876, 0.89890, -4.36626)
H (-1.91922, 1.87388, -5.34587)
H (-0.37437, 1.58753, -5.93778)
H (-3.04608, -0.89560, -8.26168)
H (-2.66633, -2.58619, -8.63201)
H (-1.37252, -1.59666, -8.11463)
C (-4.85493, 0.96781, 3.48064)
O (-6.18572, 0.97863, 2.95592)
C (-6.46520, 0.40303, 1.81835)
O (-5.70505, -0.37082, 1.19944)
O (-7.71794, 0.68710, 1.54134)
C (-8.34609, -0.01588, 0.53540)
H (-4.26460, 0.05207, 3.44838)
H (-4.97274, 1.22682, 4.53285)
H (-4.28896, 1.72128, 2.93286)
H (-7.68431, -0.32153, -0.27498)
H (-9.11009, 0.58940, 0.04750)
H (-8.78796, -0.82688, 1.11432)
C (2.03153, -3.88310, -3.13260)
O (1.80830, -5.28242, -3.48097)
C (0.68690, -5.83084, -2.98404)
O (-0.27555, -5.30613, -2.38226)
O (0.91624, -7.11792, -3.19029)
C (0.00536, -8.17123, -3.05639)
H (1.85150, -3.69469, -2.07421)
H (1.65981, -3.17639, -3.87455)
H (3.11331, -3.84434, -3.26050)
H (-0.36230, -8.02802, -2.04031)
H (0.62902, -9.06358, -3.10987)
H (-0.74887, -8.05600, -3.83483)
C (-2.59139, 5.54521, -0.40827)
O (-3.12513, 6.88069, -0.14240)
C (-3.91894, 7.44954, -1.05342)
O (-4.43313, 6.83024, -1.99816)
O (-4.21663, 8.73474, -0.63981)
C (-5.13955, 9.57743, -1.32032)
H (-1.82486, 5.35314, 0.34250)
H (-2.04574, 5.41037, -1.34217)
H (-3.37741, 4.79175, -0.45887)
H (-5.56260, 10.24113, -0.56623)
H (-6.00921, 9.09232, -1.76355)
H (-4.51233, 10.17412, -1.98262)
C (4.92525, 0.65580, 1.49920)
O (6.35469, 0.97918, 1.46307)
C (7.21491, -0.05002, 1.13638)
O (6.96116, -1.27576, 1.27798)
O (8.36701, 0.43361, 0.68881)
C (9.46682, -0.47141, 0.34565)
H (4.61808, -0.38775, 1.43018)
H (4.49428, 1.27097, 0.70931)
H (4.54851, 1.13237, 2.40421)
H (10.06774, 0.01430, -0.42317)
H (9.04290, -1.41800, 0.01047)
H (10.01139, -0.86682, 1.20308)

Cartesian forces (eV/Å) of the 2 atoms listed first:
V 1.527 1.809 0.304
F -1.504 -1.706 -0.701

Properties
* net charge: +1
* M: 610.410 g mol⁻¹
* DFT total energy: -3105.04599 a.u.
* HOMO level (spin up / spin down): -11.8 / -11.8 eV
* spin multiplicity: 4
* relative energy (zero: lowest compared OMol25 entry of this formula, charge and spin): 344.9 kcal/mol
* maximum force: 4.7 eV/Å



4.
Formula: C32H67Br2N3O13P
Source: the OMol25 dataset
Level of theory: the ωB97M-V functional and the def2-TZVPD basis

Element x y z (Å)
C (9.02677, -1.97670, 3.58495)
C (9.68845, -1.66708, 2.24460)
O (10.79498, -0.75667, 2.35362)
P (10.60283, 0.74519, 2.80543)
O (11.06747, 1.04323, 4.16514)
C (8.86337, 1.25398, 2.59477)
C (8.46025, 2.14873, 3.79000)
C (6.98888, 2.18476, 3.98935)
C (6.03317, 3.05952, 3.51635)
C (6.26351, 4.24449, 2.68636)
Br (5.95386, 4.06564, 0.84057)
C (6.70362, 5.36985, 3.25049)
C (6.96188, 5.54059, 4.71409)
Br (7.10971, 6.87983, 2.21283)
N (4.80552, 2.63510, 3.98087)
C (3.51665, 3.24932, 3.67524)
C (2.81606, 2.61497, 2.47728)
O (2.06272, 3.27890, 1.86668)
N (3.03396, 1.22915, 2.29557)
C (1.81908, 0.49854, 2.70440)
C (3.40407, 0.89944, 0.90572)
C (4.97903, 1.56337, 4.74875)
N (6.28437, 1.28617, 4.75263)
O (6.81453, 0.20044, 5.40538)
O (11.40764, 1.48589, 1.65754)
C (11.54591, 2.90899, 1.77512)
C (11.51495, 3.52014, 0.39255)
H (9.33698, -2.94502, 3.96188)
H (9.28728, -1.23789, 4.33787)
H (7.94546, -2.00649, 3.46878)
H (10.11343, -2.57637, 1.83426)
H (8.97844, -1.31127, 1.50161)
H (8.17661, 0.41675, 2.54063)
H (8.77352, 1.83568, 1.68019)
H (8.77638, 3.17247, 3.61877)
H (8.94074, 1.79974, 4.70011)
H (6.25454, 4.97826, 5.31866)
H (7.96474, 5.18741, 4.94979)
H (6.88700, 6.58137, 5.00147)
H (3.68042, 4.29997, 3.46902)
H (2.86443, 3.11783, 4.53330)
H (2.07124, -0.55460, 2.77124)
H (1.00358, 0.63591, 1.99532)
H (1.49510, 0.82476, 3.68950)
H (2.84863, 1.49734, 0.18325)
H (4.46301, 1.07650, 0.75767)
H (3.17223, -0.14568, 0.74093)
H (4.21382, 0.99850, 5.24557)
H (6.96189, 0.47856, 6.32195)
H (12.49152, 3.13621, 2.25905)
H (10.76191, 3.34081, 2.39710)
H (10.53438, 3.40551, -0.06499)
H (12.21992, 2.99298, -0.24430)
H (11.78260, 4.57054, 0.43636)
C (-1.57663, 0.54842, 0.16551)
O (-1.96163, 0.09127, 1.44992)
C (-2.73538, 1.03372, 2.17912)
C (-4.22136, 0.76945, 2.06636)
O (-4.69077, 0.92001, 0.74154)
C (-4.79756, -0.30847, 0.03693)
H (-1.27185, -0.31911, -0.41872)
H (-2.39187, 1.05144, -0.35637)
H (-0.72675, 1.23816, 0.24586)
H (-2.50914, 2.05160, 1.84578)
H (-2.44082, 0.94996, 3.23040)
H (-4.75355, 1.49722, 2.68639)
H (-4.45469, -0.23053, 2.44725)
H (-5.70666, -0.84031, 0.33488)
H (-3.93630, -0.95425, 0.20548)
H (-4.86011, -0.07566, -1.02538)
C (-5.42252, 2.00322, -3.93352)
O (-4.76031, 0.93135, -4.58284)
C (-5.40044, -0.32137, -4.40735)
C (-6.27410, -0.69753, -5.58395)
O (-7.35976, 0.19724, -5.75705)
C (-7.13056, 1.18143, -6.75168)
H (-5.04383, 2.93022, -4.36080)
H (-6.50316, 1.96167, -4.08183)
H (-5.20748, 1.99641, -2.85878)
H (-5.99007, -0.32042, -3.48456)
H (-4.61336, -1.07458, -4.30115)
H (-6.69705, -1.68928, -5.39583)
H (-5.67495, -0.75529, -6.49820)
H (-7.27743, 0.75956, -7.75226)
H (-6.12444, 1.59888, -6.68357)
H (-7.85576, 1.97879, -6.59818)
C (-3.73386, -6.69417, 0.75758)
O (-2.79029, -5.97170, 1.53105)
C (-2.09196, -4.98038, 0.80128)
C (-2.67394, -3.59750, 1.00021)
O (-3.99545, -3.48810, 0.49810)
C (-4.99154, -3.62764, 1.49637)
H (-4.40502, -7.20076, 1.44858)
H (-4.32005, -6.03548, 0.11398)
H (-3.23056, -7.44563, 0.14038)
H (-2.07106, -5.23153, -0.26410)
H (-1.05919, -4.97822, 1.16513)
H (-2.05915, -2.87622, 0.45148)
H (-2.64346, -3.32157, 2.05905)
H (-5.08862, -2.70200, 2.07559)
H (-4.77066, -4.45278, 2.17551)
H (-5.93661, -3.82688, 0.99376)
C (-11.16506, -4.57664, -6.92564)
O (-10.21619, -3.88865, -6.13049)
C (-9.49350, -2.89484, -6.83803)
C (-10.05253, -1.50485, -6.62621)
O (-11.36790, -1.37445, -7.14353)
C (-12.38081, -1.50747, -6.16368)
H (-11.85246, -5.08457, -6.25117)
H (-11.73292, -3.89396, -7.56058)
H (-10.67085, -5.32530, -7.55458)
H (-9.46634, -3.13158, -7.90666)
H (-8.46517, -2.91793, -6.46424)
H (-9.42161, -0.79084, -7.15896)
H (-10.02714, -1.24023, -5.56530)
H (-12.47367, -0.58640, -5.57768)
H (-12.18481, -2.34265, -5.48812)
H (-13.32037, -1.68790, -6.68370)

Cartesian forces (eV/Å) of the 2 atoms listed first:
C -0.079 -0.015 -0.150
C 0.190 -0.487 0.058

Properties
* net charge: +1
* M: 892.678 g mol⁻¹
* DFT total energy: -7890.85007 a.u.
* HOMO level: -9.9 eV
* maximum force: 2.1 eV/Å



Look up the DFT total energy of the fourth one. -7890.85007 a.u.